{
  "formula": "C15H26NO2PV",
  "method": "ωB97M-V/def2-TZVPD",
  "e_homo_ev": [-7.910, -8.569],
  "multiplicity": 4,
  "s2": 3.770,
  "homo_lumo_gap_ev": [8.445, 6.454],
  "max_force_ha_per_bohr": 0.08354,
  "elements": ["C", "C", "C", "C", "C", "C", "C", "C", "N", "V", "C", "P", "H", "H", "H", "H", "H", "H", "H", "H", "C", "C", "H", "C", "C", "H", "H", "H", "H", "H", "H", "H", "H", "H", "H", "H", "H", "H", "H", "C", "C", "O", "O", "H", "H", "H"],
  "xyz": [[-1.5845, 2.5448, -2.6726], [-2.0233, 2.4668, -1.3318], [-1.2942, 1.6995, -0.4078], [-0.1792, 1.0412, -0.8676], [0.3071, 1.1285, -2.1603], [-0.3989, 1.8978, -3.0868], [-1.6989, 1.6385, 1.0356], [-2.0628, 0.2778, 1.6150], [-1.2180, -0.8497, 1.0892], [0.7382, -0.1968, 0.6568], [1.4964, 0.3137, -2.5004], [1.4004, -1.2809, -1.4938], [-2.9318, 2.9857, -0.9804], [-0.0533, 1.9265, -4.1336], [-2.1942, 3.1066, -3.3934], [2.4436, 0.7577, -2.1608], [1.5300, 0.0628, -3.5682], [-0.9698, 2.0994, 1.7270], [-2.6220, 2.2171, 1.1012], [-1.9392, 0.2898, 2.7092], [2.9806, -2.1341, -1.7721], [0.2747, -2.1916, -2.6529], [-3.0982, 0.0017, 1.3735], [-1.8837, -1.4444, -0.0857], [-1.1805, -1.8838, 2.1427], [2.2235, -0.0774, 0.2418], [-2.8553, -1.7861, 0.2923], [-2.0233, -0.7041, -0.8790], [-1.3025, -2.2903, -0.4634], [-2.1916, -2.3152, 2.2334], [-0.4433, -2.6278, 1.8353], [-0.8424, -1.4319, 3.0852], [0.7198, -2.3315, -3.6568], [0.0787, -3.1811, -2.2125], [-0.6999, -1.6924, -2.7922], [3.1714, -2.3617, -2.8355], [3.7694, -1.4880, -1.3526], [2.9241, -3.0660, -1.1843], [1.7010, -1.4101, 1.0353], [1.6687, 1.7875, 4.3802], [1.8211, 1.0911, 3.0389], [2.8937, 0.9041, 2.4498], [0.6348, 0.7135, 2.6257], [2.0771, 2.8047, 4.2709], [2.2481, 1.2038, 5.1130], [0.5888, 1.7846, 4.5926]],
  "lowdin_spin": [0.0166, -0.0029, 0.0090, 0.0057, 0.0162, -0.0025, 0.0021, 0.0082, 0.0408, 2.2478, 0.0186, 0.0637, -0.0007, -0.0001, 0.0011, 0.0042, 0.0005, 0.0008, 0.0001, 0.0002, 0.0001, 0.0199, 0.0013, 0.0124, 0.0215, 0.3202, 0.0017, 0.0002, 0.0028, 0.0036, 0.0076, 0.0005, 0.0018, 0.0000, 0.0005, -0.0008, 0.0016, 0.0008, 0.1116, 0.0007, 0.0088, 0.0514, 0.0019, -0.0001, 0.0001, 0.0004]
}

=====

{
  "formula": "C15H26NO2S",
  "method": "ωB97M-V/def2-TZVPD",
  "e_homo_ev": -12.292,
  "relative_energy_ev": 4.2045,
  "homo_lumo_gap_ev": 8.414,
  "max_force_ha_per_bohr": 0.08275,
  "total_charge": 1,
  "elements": ["C", "C", "O", "O", "C", "C", "C", "C", "C", "C", "C", "C", "S", "H", "H", "H", "H", "H", "H", "H", "H", "H", "H", "H", "H", "H", "H", "H", "H", "H", "H", "H", "H", "H", "N", "C", "C", "C", "C", "C", "H", "H", "H", "H", "H"],
  "xyz": [[6.5304, -0.2103, 0.8340], [5.9838, -1.0891, -0.4001], [5.9464, -2.3315, -0.4001], [5.5394, -0.3174, -1.5343], [4.0746, -0.4884, -1.6076], [3.4657, 0.7037, -2.4780], [2.0564, 1.2681, -1.9769], [1.9315, 1.5064, -0.3994], [0.3907, 1.9936, -0.1322], [-0.4180, 0.7268, 0.4585], [-0.9667, -0.2753, -0.6595], [-1.6422, -1.5433, 0.0974], [-1.8887, -3.0071, -1.0664], [5.6602, 0.1983, 1.4558], [7.1191, 0.6926, 0.4376], [7.1966, -0.8546, 1.5143], [3.6524, -0.5920, -0.5569], [3.9109, -1.4876, -2.1366], [3.2862, 0.2750, -3.5329], [4.2751, 1.4980, -2.6098], [1.9361, 2.3081, -2.4638], [1.1503, 0.6667, -2.3301], [2.0512, 0.5609, 0.2336], [2.6138, 2.3300, 0.0016], [0.4253, 2.8265, 0.6413], [-0.0731, 2.3156, -1.1256], [-1.3470, 1.1087, 1.0286], [0.1851, 0.1217, 1.2099], [-0.1749, -0.7109, -1.3505], [-1.7951, 0.1949, -1.2870], [-1.0227, -1.8444, 1.0021], [-2.6933, -1.3066, 0.4920], [-1.5117, -4.1839, -0.4149], [-1.0980, -2.8522, -2.2055], [-4.4883, -0.6094, 2.1148], [-4.6947, 0.6073, 2.6448], [-5.8800, 1.3125, 2.5178], [-6.9151, 0.7328, 1.7988], [-6.7290, -0.5229, 1.2387], [-5.5076, -1.1482, 1.4252], [-3.8557, 1.0201, 3.1952], [-5.9912, 2.2901, 2.9693], [-7.8578, 1.2541, 1.6763], [-7.5150, -1.0046, 0.6712], [-5.3157, -2.1328, 1.0095]],
  "lowdin_charge": [0.0016, -0.4171, 0.0749, -0.0937, -0.1785, -0.1510, -0.2067, -0.1940, -0.1749, -0.2040, -0.2317, -0.3865, 1.0090, 0.0878, 0.0944, 0.0977, 0.1116, 0.1305, 0.1187, 0.1271, 0.1263, 0.0929, 0.0909, 0.1225, 0.1137, 0.1138, 0.1227, 0.1118, 0.0905, 0.1308, 0.1101, 0.0708, 0.0174, 0.0152, 0.0297, -0.1499, -0.0609, -0.0628, -0.0653, -0.1659, 0.1036, 0.1091, 0.1137, 0.1075, 0.0965]
}

=====

{
  "formula": "C15H26NOPmSb2",
  "method": "ωB97M-V/def2-TZVPD",
  "e_homo_ev": [-13.593, -13.595],
  "multiplicity": 5,
  "s2": 6.014,
  "homo_lumo_gap_ev": [6.432, 6.671],
  "max_force_ha_per_bohr": 0.04933,
  "total_charge": 2,
  "elements": ["Pm", "N", "C", "O", "C", "C", "H", "H", "H", "H", "H", "H", "C", "Sb", "C", "C", "C", "C", "C", "C", "C", "C", "C", "Sb", "C", "C", "H", "H", "H", "H", "H", "H", "H", "H", "H", "H", "H", "H", "H", "H", "H", "H", "H", "H", "H", "H"],
  "xyz": [[0.3947, -2.4269, -0.3103], [-2.6392, -4.8501, -2.1664], [-1.8150, -4.3328, -1.2610], [-1.3048, -3.1453, -1.5049], [-1.4916, -5.0597, 0.0204], [-0.1473, -4.7241, 0.6365], [-2.7343, -4.3711, -3.0594], [-2.9875, -5.7884, -2.0557], [-1.6702, -6.1472, -0.1180], [-2.2479, -4.7177, 0.7449], [0.7391, -5.0410, 0.0878], [-0.0465, -5.0224, 1.6748], [1.4534, -0.2233, 4.0524], [0.3865, -0.4653, 2.2136], [2.0820, -0.6318, 0.6193], [-0.5525, 1.5721, 2.1789], [0.2207, 2.6272, 1.4612], [1.1982, 3.3448, 2.1747], [1.9730, 4.2925, 1.5520], [1.8243, 4.5284, 0.1853], [0.8235, 3.8784, -0.5413], [-0.0222, 2.9538, 0.0741], [-1.1623, 2.3832, -0.6793], [-0.6371, 0.4144, -1.5629], [-2.1070, 0.4093, -3.1505], [0.8140, 1.3517, -2.8957], [2.1137, 0.6202, 3.9889], [2.0529, -1.1311, 4.2505], [0.7296, -0.0653, 4.8885], [1.9484, 0.2316, -0.0748], [2.4300, -1.5310, 0.0559], [2.9258, -0.4051, 1.2766], [-0.6107, 1.7903, 3.2657], [-1.5511, 1.3387, 1.7386], [1.2631, 3.2020, 3.2608], [2.6968, 4.8470, 2.1325], [2.4713, 5.2730, -0.3036], [0.6478, 4.1751, -1.5727], [-1.3893, 2.9934, -1.5609], [-2.0534, 2.1217, -0.0987], [-2.1063, 1.4073, -3.6039], [-3.1180, 0.1949, -2.7269], [-1.8833, -0.3590, -3.9068], [0.2518, 2.0560, -3.5297], [1.2390, 0.5490, -3.5132], [1.5980, 1.8827, -2.3373]],
  "lowdin_spin": [4.0818, -0.0003, -0.0003, -0.0082, -0.0043, -0.0351, 0.0000, -0.0001, -0.0015, 0.0000, -0.0022, -0.0007, -0.0030, -0.0089, -0.0023, -0.0016, -0.0003, -0.0003, -0.0001, -0.0003, -0.0001, -0.0003, -0.0018, -0.0053, -0.0016, -0.0012, -0.0004, 0.0000, 0.0000, 0.0009, -0.0009, -0.0008, 0.0000, -0.0001, 0.0000, 0.0000, 0.0000, 0.0000, -0.0002, 0.0000, -0.0002, 0.0000, 0.0000, -0.0002, 0.0000, 0.0000]
}

=====

{
  "formula": "C15H26O",
  "method": "ωB97M-V/def2-TZVPD",
  "smiles": "C=C[C@@](C)(O)CC/C=C(\\C)CCC=C(C)C",
  "e_homo_ev": -8.539,
  "relative_energy_ev": 1.8293,
  "homo_lumo_gap_ev": 9.386,
  "max_force_ha_per_bohr": 0.00768,
  "elements": ["C", "C", "C", "C", "H", "H", "H", "O", "H", "C", "H", "H", "C", "C", "C", "C", "C", "C", "C", "C", "H", "H", "H", "C", "H", "H", "H", "H", "H", "H", "H", "H", "C", "H", "H", "H", "H", "H", "H", "H", "H", "H"],
  "xyz": [[-4.3031, 3.7718, 0.4981], [-3.9041, 2.6514, -0.0738], [-2.9940, 2.5945, -1.2803], [-3.4725, 1.4846, -2.2270], [-2.8333, 1.4520, -3.1063], [-4.4949, 1.6837, -2.5470], [-3.4496, 0.5164, -1.7359], [-2.9744, 3.8337, -1.9736], [-3.8726, 4.0388, -2.2563], [-1.5333, 2.3770, -0.8391], [-1.2242, 3.2873, -0.3217], [-0.9256, 2.2868, -1.7417], [-1.2969, 1.1720, 0.0651], [0.1524, 1.0411, 0.4272], [0.7183, -0.0466, 0.9392], [2.1880, -0.0744, 1.2582], [3.0199, -0.5931, 0.0671], [2.6824, -2.0085, -0.2891], [3.1945, -3.1088, 0.2501], [2.7473, -4.4738, -0.1873], [2.3775, -5.0424, 0.6660], [3.5844, -5.0271, -0.6132], [1.9587, -4.4110, -0.9325], [4.2334, -3.1270, 1.3319], [3.7935, -3.4885, 2.2622], [5.0405, -3.8083, 1.0643], [4.6532, -2.1430, 1.5146], [1.9189, -2.1158, -1.0485], [2.8231, 0.0493, -0.7933], [4.0785, -0.5015, 0.3191], [2.3688, -0.7156, 2.1227], [2.5307, 0.9340, 1.4997], [-0.0613, -1.2997, 1.2151], [0.6022, -2.1212, 1.4691], [-0.7513, -1.1388, 2.0441], [-0.6536, -1.5904, 0.3483], [0.7554, 1.9238, 0.2626], [-1.8863, 1.2798, 0.9816], [-1.6326, 0.2577, -0.4303], [-4.2232, 1.6903, 0.3042], [-4.9519, 3.7769, 1.3573], [-3.9830, 4.7327, 0.1290]],
  "lowdin_charge": [0.0337, -0.1240, -0.5888, -0.0207, 0.0889, 0.0867, 0.0758, -0.0262, 0.1001, -0.1355, 0.1287, 0.1273, -0.1897, -0.0741, -0.3039, -0.1652, -0.1848, -0.1016, -0.3624, -0.0692, 0.0784, 0.0785, 0.0730, -0.0548, 0.0852, 0.0802, 0.0650, 0.1109, 0.1115, 0.1011, 0.1136, 0.1108, -0.0470, 0.0675, 0.0877, 0.0781, 0.1128, 0.1210, 0.1043, 0.1099, 0.0539, 0.0630]
}